[1]
DFT (ωB97M-V with the def2-TZVPD basis set) results for a 10-piece molecular cluster, C24H44Cl16O6 overall.

LUMO level: -0.01232 Eh
SMILES: C[C@H]1COC(=O)O1.C[C@H]1COC(=O)O1.ClCCCl.ClCCCl.ClCCCl.ClCCCl.ClCCCl.ClCCCl.ClCCCl.ClCCCl
Gap between HOMO and LUMO: 10.10 eV
Largest force on an atom: 0.021 hartree/bohr
Total charge: 0
Energy above the lowest of the compared OMol25 structures with the same formula, charge and spin: 0.0 kcal/mol

CARTESIAN COORDINATES (ANGSTROEM)
C: -2.019 3.723 0.993
C: -1.678 5.122 0.592
C: -1.506 5.315 -0.911
O: -2.093 6.577 -1.165
C: -3.028 6.795 -0.195
O: -3.904 7.585 -0.278
O: -2.762 6.028 0.885
H: -2.225 3.626 2.058
H: -1.199 3.034 0.769
H: -2.875 3.343 0.425
H: -0.812 5.466 1.163
H: -2.023 4.519 -1.465
H: -0.470 5.259 -1.247
C: 6.765 0.415 -1.380
C: 5.343 0.016 -1.778
C: 5.160 -1.496 -2.042
O: 4.682 -1.997 -0.786
C: 4.313 -0.967 0.003
O: 3.887 -1.067 1.106
O: 4.460 0.210 -0.653
H: 7.500 -0.288 -1.773
H: 6.833 0.425 -0.291
H: 7.055 1.407 -1.720
H: 4.949 0.594 -2.610
H: 6.112 -1.967 -2.265
H: 4.395 -1.712 -2.785
Cl: -4.160 -0.849 -1.614
C: -3.617 -1.666 -3.116
C: -4.751 -2.428 -3.764
Cl: -6.057 -1.316 -4.284
H: -2.803 -2.315 -2.805
H: -3.244 -0.901 -3.789
H: -5.214 -3.108 -3.058
H: -4.400 -2.896 -4.679
Cl: -5.226 1.751 2.210
C: -4.714 0.549 3.449
C: -3.220 0.623 3.617
Cl: -2.717 -0.030 5.190
H: -5.027 -0.398 3.023
H: -5.236 0.714 4.386
H: -2.800 1.616 3.477
H: -2.724 0.030 2.843
Cl: 0.174 -5.683 -5.539
C: 0.809 -5.361 -3.908
C: 0.133 -4.120 -3.360
Cl: 0.723 -3.855 -1.682
H: 1.888 -5.241 -3.938
H: 0.574 -6.220 -3.287
H: -0.938 -4.291 -3.308
H: 0.390 -3.227 -3.917
Cl: -3.776 -4.509 3.716
C: -2.277 -5.290 3.203
C: -2.523 -6.491 2.336
Cl: -3.289 -7.811 3.241
H: -1.747 -5.606 4.101
H: -1.677 -4.552 2.679
H: -1.596 -6.841 1.889
H: -3.213 -6.223 1.535
Cl: -0.411 -0.366 -3.278
C: -0.261 1.081 -4.301
C: -0.918 2.249 -3.574
Cl: -0.703 3.710 -4.551
H: -0.805 0.908 -5.227
H: 0.783 1.279 -4.514
H: -0.428 2.375 -2.611
H: -1.979 2.062 -3.449
Cl: 0.475 1.625 3.377
C: 1.091 0.060 3.941
C: 2.269 0.216 4.854
Cl: 1.888 1.229 6.282
H: 1.317 -0.559 3.078
H: 0.278 -0.420 4.488
H: 3.107 0.723 4.378
H: 2.672 -0.732 5.205
Cl: -0.855 -2.220 1.696
C: -0.886 -1.017 0.380
C: 0.533 -0.582 0.013
Cl: 0.640 1.195 -0.101
H: -1.431 -0.146 0.728
H: -1.374 -1.479 -0.471
H: 0.876 -1.006 -0.928
H: 1.292 -0.894 0.729
Cl: 2.465 4.957 2.104
C: 3.092 3.426 1.476
C: 4.507 3.145 1.926
Cl: 4.645 2.870 3.669
H: 3.112 3.468 0.384
H: 2.418 2.607 1.717
H: 5.132 3.988 1.641
H: 4.849 2.231 1.444

[2]
DFT (ωB97M-V with the def2-TZVPD basis set) results for a 14-piece molecular cluster, C5H38NO14S overall.

LUMO level: -0.09056 Eh
Gap between HOMO and LUMO: 8.91 eV
Largest force on an atom: 0.165 hartree/bohr
Total charge: +1
Energy above the lowest of the compared OMol25 structures with the same formula, charge and spin: 66.1 kcal/mol

CARTESIAN COORDINATES (ANGSTROEM)
O: -1.518 -0.901 3.012
C: -0.468 -0.465 2.656
C: 0.202 -0.663 1.242
C: 1.507 -0.075 1.175
C: 2.532 -0.607 0.185
S: 2.110 -1.571 -1.367
C: 3.166 -3.168 -1.051
N: -0.669 0.077 0.120
H: 0.037 0.241 3.420
H: 0.128 -1.738 0.931
H: 1.971 -0.279 2.147
H: 1.577 1.047 1.367
H: 3.068 -1.495 0.673
H: 3.453 -0.006 0.228
H: 4.096 -3.070 -1.275
H: 2.793 -3.947 -1.746
H: 3.054 -3.325 0.005
H: -1.288 -0.586 -0.444
H: -0.146 0.710 -0.540
H: -1.211 0.831 0.662
H: -0.787 -1.667 -3.336
H: -2.205 -1.843 -3.827
O: -1.378 -2.229 -3.608
H: 3.688 3.270 -1.458
H: 2.815 3.551 -2.584
O: 2.810 3.558 -1.664
H: 1.564 -2.306 4.392
H: 0.953 -2.866 3.298
O: 1.187 -2.025 3.645
H: 3.506 2.731 2.170
H: 3.565 2.657 0.667
O: 4.033 2.432 1.419
H: -2.704 4.183 2.074
H: -2.364 2.812 1.471
O: -2.103 3.730 1.452
H: -2.869 -1.755 -0.400
H: -2.040 -2.373 -1.606
O: -2.018 -2.090 -0.671
H: -0.436 3.592 0.750
H: 0.528 3.799 -0.460
O: -0.069 3.168 0.026
H: -1.807 0.954 -2.647
H: -0.534 0.210 -3.254
O: -1.347 0.103 -2.612
H: -0.146 -4.685 1.776
H: -0.523 -3.450 0.938
O: 0.266 -3.883 1.290
H: -2.958 0.862 2.997
H: -3.275 2.320 3.477
O: -2.954 1.785 2.893
H: -4.110 0.351 1.100
H: -5.115 -0.597 0.302
O: -4.193 -0.397 0.484
H: -2.464 2.607 -1.950
H: -3.464 2.242 -3.205
O: -2.559 2.264 -2.825
H: 1.793 0.159 -3.528
H: 1.321 1.450 -2.868
O: 1.072 0.719 -3.330